1.
{"formula": "C30H50GeN2ORuS3Si3", "method": "ωB97M-V/def2-TZVPD", "homo_ev": [-15.57, -16.27], "homo_lumo_gap_ev": [6.97, 5.17], "spin_multiplicity": 6, "charge": 3, "symbols": ["Ru", "C", "C", "C", "C", "C", "C", "C", "C", "C", "C", "C", "C", "H", "H", "H", "H", "H", "H", "H", "H", "H", "H", "H", "H", "H", "H", "H", "H", "H", "H", "C", "Si", "C", "C", "Ge", "Si", "C", "C", "C", "Si", "C", "C", "C", "H", "H", "H", "H", "H", "H", "H", "H", "H", "H", "H", "H", "H", "H", "H", "H", "H", "H", "H", "H", "H", "H", "H", "H", "H", "H", "H", "S", "C", "S", "C", "N", "N", "C", "C", "C", "C", "C", "C", "S", "H", "H", "H", "H", "H", "O", "C"], "xyz": [[-16.180, 2.272, 10.776], [-15.811, 0.023, 12.997], [-15.205, 0.475, 11.666], [-15.860, 0.006, 10.456], [-17.177, -0.749, 10.576], [-15.065, -0.224, 9.254], [-15.742, -0.693, 7.998], [-13.680, -0.015, 9.286], [-12.825, -0.430, 8.111], [-13.047, 0.581, 10.439], [-11.572, 0.892, 10.357], [-13.764, 0.766, 11.620], [-13.037, 1.253, 12.855], [-16.746, 0.574, 13.182], [-15.145, 0.251, 13.846], [-16.062, -1.058, 13.040], [-17.059, -1.813, 10.872], [-17.717, -0.693, 9.629], [-17.807, -0.237, 11.320], [-15.860, -1.798, 7.940], [-15.148, -0.392, 7.130], [-16.743, -0.229, 7.901], [-12.622, 0.385, 7.383], [-13.321, -1.249, 7.582], [-11.854, -0.816, 8.473], [-10.937, 0.041, 10.679], [-11.280, 1.768, 10.955], [-11.309, 1.134, 9.315], [-12.361, 0.500, 13.309], [-13.760, 1.556, 13.620], [-12.431, 2.147, 12.632], [-16.291, 3.554, 13.653], [-17.497, 3.842, 12.217], [-18.926, 2.613, 12.184], [-18.315, 5.533, 12.531], [-16.288, 4.800, 9.855], [-17.282, 5.786, 7.369], [-18.788, 4.865, 6.727], [-15.688, 5.623, 6.361], [-17.733, 7.490, 8.053], [-14.167, 6.322, 10.732], [-13.316, 5.290, 12.061], [-14.964, 7.924, 11.367], [-13.100, 6.596, 9.195], [-16.809, 3.110, 14.521], [-15.872, 4.529, 13.972], [-15.428, 2.912, 13.412], [-19.282, 2.407, 13.212], [-18.708, 1.649, 11.718], [-19.793, 3.034, 11.643], [-19.076, 5.467, 13.342], [-18.819, 5.897, 11.624], [-17.590, 6.300, 12.849], [-18.457, 3.917, 6.284], [-19.378, 5.440, 5.996], [-19.439, 4.618, 7.575], [-15.243, 4.644, 6.603], [-14.956, 6.401, 6.642], [-15.871, 5.660, 5.279], [-18.284, 7.359, 9.005], [-18.347, 8.073, 7.348], [-16.814, 8.063, 8.268], [-13.650, 5.582, 13.066], [-12.207, 5.364, 12.018], [-13.580, 4.237, 11.891], [-15.632, 7.714, 12.222], [-15.586, 8.385, 10.590], [-14.212, 8.672, 11.691], [-13.046, 5.638, 8.656], [-12.067, 6.914, 9.450], [-13.526, 7.361, 8.533], [-23.014, 0.210, 8.622], [-21.629, 1.108, 8.713], [-20.042, 0.480, 8.328], [-19.307, 2.007, 8.795], [-20.139, 2.961, 9.153], [-21.473, 2.429, 9.108], [-22.486, 3.348, 9.492], [-23.840, 3.089, 9.250], [-24.788, 3.998, 9.701], [-24.407, 5.197, 10.303], [-23.049, 5.481, 10.479], [-22.078, 4.569, 10.070], [-17.598, 2.310, 8.650], [-24.115, 2.143, 8.765], [-25.846, 3.776, 9.602], [-25.159, 5.906, 10.636], [-22.741, 6.426, 10.939], [-21.009, 4.759, 10.164], [-13.931, 3.177, 9.111], [-14.887, 3.038, 9.768]], "atomic_forces_ev_per_a": [[-1.2, -0.1, -0.2], [-0.3, 0.6, 0.5], [1.1, -1.6, -0.4], [1.3, -0.9, 0.1], [-0.3, 0.7, 0.2], [-0.7, 0.5, 0.9], [-0.2, -0.1, -0.3], [0.8, 0.8, 0.7], [0.2, -0.3, 0.1], [-0.1, -0.9, -1.3], [0.3, 0.2, -0.3], [-0.9, 0.2, 0.3], [-0.3, 0.4, 0.1], [0.1, -0.3, 0.2], [-0.4, -0.2, -0.4], [0.3, 0.6, -0.3], [0.1, 0.7, -0.2], [0.0, -0.2, 0.1], [0.1, -0.5, -0.1], [0.1, 0.6, 0.2], [-0.2, -0.1, 0.1], [0.5, -0.3, 0.0], [-0.2, -0.4, 0.5], [0.3, 0.2, 0.0], [-0.5, 0.2, -0.3], [-0.4, 0.4, -0.1], [-0.2, -0.4, -0.1], [0.0, -0.2, 0.4], [-0.4, 0.3, -0.4], [0.3, -0.1, 0.0], [-0.1, -0.4, 0.0], [0.5, 0.0, -0.1], [-0.9, 1.4, 1.2], [-0.4, -0.2, -0.1], [0.1, 0.1, -0.1], [-0.6, -0.2, 0.7], [-0.3, 0.9, -0.9], [0.4, -0.4, 0.5], [0.0, -0.2, 0.9], [0.6, -0.5, 0.5], [1.1, 1.5, 0.2], [-0.2, -0.3, -0.2], [-0.4, -0.5, 0.1], [-0.4, -0.4, 0.1], [0.0, 0.1, -0.4], [-0.2, -0.4, -0.2], [-0.2, 0.1, 0.2], [0.4, 0.1, -0.3], [-0.1, -0.2, 0.0], [0.5, -0.1, 0.1], [0.5, -0.2, -0.5], [0.0, 0.0, 0.3], [-0.2, -0.3, -0.2], [-0.2, 0.2, -0.1], [0.4, 0.0, 0.2], [0.0, 0.1, -0.2], [0.0, 0.3, -0.3], [-0.4, -0.3, -0.2], [-0.1, 0.0, 0.3], [0.1, 0.2, -0.5], [0.1, -0.3, 0.1], [-0.4, -0.2, -0.1], [0.0, -0.1, -0.3], [-0.7, 0.1, -0.2], [0.2, 0.1, 0.3], [0.3, 0.1, -0.2], [0.2, 0.0, 0.1], [-0.2, -0.5, -0.2], [0.2, 0.3, 0.0], [-0.6, -0.2, 0.1], [0.0, -0.2, 0.1], [0.6, -0.4, 0.0], [0.4, 0.7, 0.2], [0.2, 0.7, 0.2], [-0.6, 0.3, 0.0], [-1.4, -2.2, -0.5], [0.8, 0.9, 0.4], [0.5, 0.0, -0.4], [-0.5, -0.3, 0.2], [-0.1, -0.2, 0.0], [0.2, -0.3, 0.0], [0.8, -0.1, -0.1], [-0.3, 0.4, 0.1], [-0.2, 0.0, 0.0], [-0.2, 1.0, 0.2], [0.2, 0.0, -0.2], [0.1, -0.1, -0.1], [-0.1, -0.4, -0.2], [-0.5, 0.1, 0.2], [-0.8, -0.3, 0.6], [2.6, 0.3, -1.5]], "lowdin_charge": [0.84, -0.03, -0.32, -0.31, -0.05, -0.16, -0.03, -0.14, -0.01, -0.17, -0.02, -0.15, -0.02, 0.07, 0.09, 0.11, 0.13, 0.03, 0.06, 0.13, 0.09, 0.04, 0.12, 0.09, 0.10, 0.13, 0.08, 0.09, 0.13, 0.06, 0.08, -0.19, 0.38, -0.20, -0.22, 0.83, 0.62, -0.21, -0.18, -0.20, 0.58, -0.18, -0.19, -0.19, 0.07, 0.05, -0.01, 0.07, -0.01, 0.02, 0.07, 0.01, 0.03, 0.03, 0.07, 0.00, 0.03, 0.04, 0.06, 0.03, 0.06, 0.03, 0.05, 0.07, -0.01, 0.03, 0.02, 0.07, 0.02, 0.07, 0.04, 0.92, -0.97, 1.06, -0.99, 0.02, -0.06, -0.18, -0.02, -0.02, -0.01, -0.03, 0.00, 0.63, 0.03, 0.13, 0.13, 0.12, 0.09, 0.08, -0.68]}

---

2.
{"formula": "Cl4NOP", "method": "ωB97M-V/def2-TZVPD", "homo_ev": [-9.69, -9.74], "homo_lumo_gap_ev": [6.26, 6.24], "de_lowest_kcal_mol": 83.71, "charge": 0, "symbols": ["N", "O", "P", "Cl", "Cl", "Cl", "Cl"], "xyz": [[-0.207, 0.337, -0.749], [1.161, -0.469, 1.666], [0.955, -1.086, 0.369], [-1.764, -0.147, -0.776], [0.144, 1.946, -1.145], [-3.036, 0.347, 1.267], [2.747, -0.928, -0.632]], "atomic_forces_ev_per_a": [[0.0, 0.7, -0.5], [-0.1, 0.8, 0.9], [0.0, -1.8, 0.2], [0.1, 0.5, -0.1], [-0.4, -0.4, 0.1], [0.0, 0.0, -0.1], [0.4, 0.3, -0.6]], "lowdin_charge": [-1.11, -0.52, 0.33, 0.56, 0.62, -0.02, 0.13]}

---

3.
{"formula": "C18H22N4O3S", "method": "ωB97M-V/def2-TZVPD", "homo_ev": -9.15, "homo_lumo_gap_ev": 9.68, "de_lowest_kcal_mol": 27.77, "smiles": "CCC(CC)c1nnc(NC(=O)CN2C(=O)[C@@H]3[C@H](C2=O)[C@H]2C=C[C@@H]3C2)s1", "charge": 0, "symbols": ["C", "C", "C", "C", "C", "C", "N", "N", "C", "N", "C", "O", "C", "N", "C", "O", "C", "C", "C", "O", "C", "C", "C", "C", "C", "S", "H", "H", "H", "H", "H", "H", "H", "H", "H", "H", "H", "H", "H", "H", "H", "H", "H", "H", "H", "H", "H", "H"], "xyz": [[-5.371, 0.489, 0.850], [-3.950, 1.006, 0.664], [-3.125, 0.143, -0.303], [-2.679, -1.182, 0.338], [-2.186, -2.171, -0.710], [-1.931, 0.902, -0.753], [-1.547, 1.053, -1.965], [-0.452, 1.782, -2.119], [0.050, 2.210, -1.008], [1.116, 3.066, -0.989], [1.956, 3.481, 0.019], [2.613, 4.479, -0.112], [2.012, 2.624, 1.278], [2.331, 1.242, 0.983], [1.771, 0.172, 1.658], [0.903, 0.272, 2.483], [2.438, -1.086, 1.153], [3.467, -0.613, 0.120], [3.287, 0.886, 0.046], [3.829, 1.665, -0.689], [3.010, -1.317, -1.187], [3.228, -2.790, -0.937], [2.321, -3.185, -0.053], [1.485, -1.980, 0.310], [1.489, -1.240, -1.032], [-0.874, 1.708, 0.406], [-5.890, 0.455, -0.105], [-5.377, -0.508, 1.282], [-5.921, 1.149, 1.517], [-3.999, 2.024, 0.270], [-3.439, 1.045, 1.630], [-3.720, -0.075, -1.196], [-1.890, -0.975, 1.066], [-3.520, -1.618, 0.876], [-1.400, -1.729, -1.315], [-3.001, -2.456, -1.372], [-1.800, -3.071, -0.237], [1.283, 3.524, -1.880], [2.793, 3.056, 1.914], [1.064, 2.641, 1.824], [2.846, -1.641, 1.998], [4.506, -0.846, 0.357], [3.451, -0.897, -2.086], [4.022, -3.362, -1.378], [2.204, -4.152, 0.398], [0.528, -2.171, 0.786], [1.103, -0.223, -0.988], [0.966, -1.788, -1.813]], "atomic_forces_ev_per_a": [[0.2, 0.1, 0.1], [-0.2, -0.1, -0.2], [-0.1, -0.1, 0.4], [-0.1, -0.1, -0.3], [0.0, 0.1, 0.2], [0.3, 0.3, 0.5], [-1.2, -0.8, -0.3], [1.5, 0.9, -0.4], [-0.8, -0.5, 0.9], [0.3, 0.4, -0.6], [-0.1, 0.0, 0.2], [0.1, 0.1, 0.1], [0.2, 0.1, 0.1], [-0.2, 0.5, 0.1], [0.2, -0.3, 0.0], [-0.1, 0.0, 0.3], [-0.1, -0.2, 0.3], [0.3, 0.0, -0.2], [0.1, -0.4, 0.1], [0.2, 0.1, -0.1], [0.1, 0.1, -0.2], [0.0, -0.1, -0.2], [-0.1, -0.1, 0.0], [-0.2, 0.0, 0.1], [-0.1, 0.0, -0.1], [0.0, 0.1, -1.0], [-0.1, 0.0, -0.1], [-0.1, -0.1, 0.0], [-0.1, 0.0, 0.1], [0.1, 0.0, 0.1], [0.0, 0.1, 0.0], [0.1, 0.1, 0.0], [0.0, 0.0, 0.1], [0.0, 0.0, 0.1], [0.1, 0.0, -0.1], [-0.1, -0.1, -0.1], [0.1, -0.1, 0.0], [0.0, 0.0, 0.2], [-0.2, 0.0, -0.1], [0.2, 0.0, 0.0], [0.0, 0.1, 0.0], [-0.1, 0.1, 0.0], [0.0, 0.0, 0.0], [0.2, -0.2, 0.0], [0.1, -0.2, 0.1], [0.0, 0.0, 0.0], [-0.1, 0.1, 0.0], [0.0, 0.0, 0.0]], "lowdin_charge": [-0.10, -0.24, -0.35, -0.21, -0.09, -0.55, 0.02, 0.01, -0.59, 0.13, -0.46, 0.11, -0.04, 0.06, -0.41, 0.09, -0.11, -0.11, -0.37, 0.15, -0.21, -0.03, -0.03, -0.21, -0.08, 1.15, 0.08, 0.07, 0.07, 0.11, 0.11, 0.15, 0.10, 0.11, 0.05, 0.08, 0.07, 0.17, 0.15, 0.10, 0.17, 0.17, 0.15, 0.11, 0.11, 0.14, 0.10, 0.13]}

---

4.
{"formula": "CFN2O", "method": "ωB97M-V/def2-TZVPD", "homo_ev": -4.11, "homo_lumo_gap_ev": 8.00, "de_lowest_kcal_mol": 9.34, "charge": -1, "symbols": ["C", "N", "N", "O", "F"], "xyz": [[-0.808, 0.003, -0.089], [-1.919, 0.350, -0.033], [0.371, -0.382, 0.296], [1.069, -1.320, -0.126], [1.287, 1.349, -0.048]], "atomic_forces_ev_per_a": [[-2.5, 1.1, -1.1], [0.3, -0.2, -0.4], [4.1, -1.4, 2.1], [-1.3, 1.1, -0.5], [-0.6, -0.6, -0.2]], "lowdin_charge": [-0.37, 0.10, -0.14, -0.09, -0.50]}

---

5.
{"formula": "C4H13NSi", "method": "ωB97M-V/def2-TZVPD", "homo_ev": -9.49, "homo_lumo_gap_ev": 10.32, "de_lowest_kcal_mol": 24.92, "smiles": "CC(C)[Si@H](C)N", "charge": 0, "symbols": ["C", "C", "C", "Si", "C", "N", "H", "H", "H", "H", "H", "H", "H", "H", "H", "H", "H", "H", "H"], "xyz": [[-1.443, -1.391, -0.120], [-0.895, -0.176, 0.489], [-1.656, 0.963, 0.149], [0.979, -0.053, 0.419], [1.601, 1.627, -0.585], [1.688, -1.495, -0.366], [-1.376, -1.466, -1.167], [-0.841, -2.206, 0.320], [-2.415, -1.683, 0.330], [-1.079, -0.351, 1.741], [-1.707, 1.054, -0.979], [-1.266, 1.881, 0.473], [-2.638, 0.805, 0.390], [1.281, 0.229, 1.782], [1.336, 2.475, -0.029], [2.688, 1.517, -0.570], [1.391, 1.918, -1.631], [2.511, -1.325, -0.861], [1.841, -2.323, 0.216]], "atomic_forces_ev_per_a": [[-0.1, -2.9, 2.4], [1.5, -2.0, 4.6], [0.1, 2.1, -3.8], [0.0, 1.2, -3.0], [0.3, -2.5, -0.4], [-1.6, 0.3, 2.0], [-0.2, 0.0, -1.3], [0.0, -0.2, -0.7], [-0.1, 0.6, -0.9], [0.6, 0.4, -3.0], [0.3, 0.0, 0.8], [0.3, 1.4, 0.8], [-2.7, 0.1, 1.0], [0.9, 0.0, 1.1], [-0.3, 1.1, 1.1], [0.2, 0.2, 0.2], [-0.4, -0.9, 0.4], [1.5, 0.4, -1.0], [-0.2, 0.4, -0.3]], "lowdin_charge": [-0.17, -0.61, -0.18, 0.63, -0.19, -0.08, 0.07, 0.06, 0.09, 0.17, 0.12, 0.06, 0.05, -0.03, -0.02, 0.00, 0.02, -0.02, 0.03]}

---

6.
{"formula": "HN2O2S", "method": "ωB97M-V/def2-TZVPD", "homo_ev": [-13.28, -13.27], "homo_lumo_gap_ev": [4.23, 4.25], "de_lowest_kcal_mol": 165.95, "charge": 1, "symbols": ["N", "N", "O", "O", "S", "H"], "xyz": [[0.345, -0.895, 0.064], [3.106, -1.153, 0.426], [3.844, -0.870, -0.327], [-0.488, -1.822, -0.197], [-2.151, -1.893, -0.109], [-0.033, 0.125, 0.073]], "atomic_forces_ev_per_a": [[0.1, 1.2, -0.6], [2.4, 1.0, -2.8], [-3.0, -1.0, 2.7], [-0.5, 0.2, 0.7], [1.4, 0.6, -0.3], [-0.4, -2.0, 0.2]], "lowdin_charge": [-0.01, 0.44, 0.39, -0.70, 0.76, 0.12]}

---

What is the charge in the second record?
0

---

Number 5 is which compound?
C4H13NSi

---

What is the charge in the second record?
0